# 1
The following is a quantum chemistry calculation of the molecule C5H13NO2, from the Open Molecules 2025 dataset.

Output
- molar mass (u) = 119.164
- HOMO-LUMO gap (eV) = 9.2
- lowest unoccupied orbital energy (eV) = 0.83
- structure (SMILES) = CN[C@H](CO)CCO
- electronic energy (hartree) = -403.44595
- energy above the lowest of the compared OMol25 structures with the same formula, charge and spin (eV) = 3.556

Last column: natural (NBO) charge in e.
Cartesian coordinates (Å):
O  1.92  1.87  -0.44  -0.7352
O  -1.56  -1.08  2.09  -0.7530
N  -0.41  -0.92  -1.05  -0.6700
C  -1.58  -0.63  -1.99  -0.4168
C  -0.72  0.10  1.87  -0.0613
C  0.53  -0.18  1.13  -0.4823
C  1.60  0.68  -1.10  -0.0700
C  0.21  0.19  -0.33  -0.0324
H  -0.60  0.54  2.90  0.1766
H  -0.51  0.96  -0.32  0.1954
H  1.43  0.31  1.60  0.2420
H  1.37  0.88  -2.16  0.1626
H  -1.55  -1.34  -2.83  0.2012
H  0.27  -1.64  -1.41  0.3671
H  2.32  0.04  -0.85  0.1561
H  -1.67  0.33  -2.41  0.1846
H  2.65  2.32  -0.91  0.4674
H  -1.42  0.71  1.31  0.1709
H  1.06  -1.19  1.40  0.2245
H  -1.20  -1.90  1.67  0.4742
H  -2.49  -0.82  -1.32  0.1984


# 2
The following is a quantum chemistry calculation of a structure of composition C37H46FI2N5O5SbScSi3, from the Open Molecules 2025 dataset.

Output
- molar mass (u) = 1164.585
- HOMO-LUMO gap (eV) = 7.1
- lowest unoccupied orbital energy (eV) = -0.48
- electronic energy (hartree) = -4652.54371
- energy above the lowest of the compared OMol25 structures with the same formula, charge and spin (eV) = 0.000

Last column: Mulliken charge in e.
Cartesian coordinates (Å):
I  -3.50  0.65  3.17  0.0390
I  -6.60  4.22  -0.46  0.0607
Sb  -0.05  -1.76  1.54  0.0114
Sc  0.19  0.99  -0.40  -1.5212
Si  -2.73  -3.17  0.29  0.8532
Si  -0.02  -4.08  -1.09  0.7726
Si  1.92  0.60  2.54  0.8987
F  5.06  5.14  2.08  -0.3809
O  -1.51  0.80  0.62  0.6689
O  1.26  2.51  -1.72  -0.8216
O  0.58  2.95  0.31  -0.6571
O  -0.02  6.29  0.83  -0.6358
O  3.38  6.48  3.84  -0.6079
N  -0.16  -0.80  -1.81  1.2855
N  -1.66  2.11  -1.63  0.7869
N  1.98  5.36  0.24  0.2264
N  1.71  6.37  2.31  -0.0723
N  3.41  -1.72  0.91  -0.0180
C  4.29  -0.72  -1.52  -0.9802
C  -2.68  -3.69  2.09  -1.2897
C  -2.78  3.52  -3.19  -1.4494
C  1.42  -0.28  0.94  2.1933
C  3.80  5.42  1.76  0.5175
C  -1.69  2.74  -2.78  -0.5659
C  1.13  6.02  1.11  0.5105
C  -4.74  2.44  1.08  -0.2667
C  3.36  1.72  2.12  -0.6932
C  1.08  3.33  -0.78  1.7930
C  -3.60  1.66  1.37  0.1513
C  -3.96  -1.76  0.11  -0.6216
C  5.03  -1.68  -0.86  -0.5546
C  -2.59  1.53  0.45  -1.0262
C  -0.08  -5.61  0.01  -1.3326
C  -2.13  -1.90  -2.51  -0.3590
C  -3.85  3.02  -1.09  1.1921
C  3.00  6.13  2.76  0.3551
C  -4.88  3.10  -0.11  -0.1971
C  4.55  -2.14  0.36  -0.6934
C  -1.01  -2.60  -0.36  2.8913
C  1.19  -3.44  2.07  -1.4123
C  0.52  1.60  3.27  -0.7747
C  1.41  4.79  -0.97  -1.7114
C  -3.85  3.66  -2.35  -0.9937
C  2.67  -0.79  0.29  -0.7962
C  -3.47  -4.65  -0.62  -1.2482
C  3.12  -0.27  -0.94  -0.3723
C  -2.06  -1.28  -3.74  -1.1997
C  -0.71  -4.61  -2.76  -1.4183
C  1.74  -3.61  -1.51  -0.7655
C  -0.07  -0.25  -3.03  -0.5870
C  2.48  -0.56  3.91  -1.3066
C  -1.12  -1.71  -1.55  -2.6064
C  3.28  5.06  0.59  -0.1805
C  -0.97  -0.47  -4.05  -1.1143
C  -2.71  2.24  -0.79  -0.2059
H  -0.85  0.00  -5.01  0.5156
H  -2.76  -2.82  2.75  0.2342
H  2.36  -3.32  -0.66  -0.1012
H  -5.52  2.51  1.82  0.3904
H  0.94  -5.97  0.20  0.4194
H  2.82  0.04  4.76  0.4141
H  0.09  2.35  2.60  0.0921
H  3.29  -1.21  3.58  0.2986
H  -0.29  0.95  3.61  0.0407
H  3.11  2.39  1.29  -0.2571
H  -0.82  2.63  -3.42  0.7038
H  0.48  5.32  -1.15  0.4133
H  2.08  4.92  -1.81  0.2782
H  -2.84  -1.46  -4.47  0.4976
H  -4.70  4.26  -2.63  0.2333
H  1.93  -3.04  2.76  0.4277
H  -2.86  -5.55  -0.54  0.2903
H  1.76  -2.78  -2.22  0.1334
H  1.10  6.86  2.95  0.2349
H  3.64  2.34  2.97  0.5127
H  -4.59  -1.71  1.00  0.4672
H  0.57  -4.18  2.59  0.4758
H  1.72  -3.92  1.26  0.2896
H  4.24  1.14  1.82  0.3575
H  -3.47  -0.79  0.00  -0.1659
H  3.86  4.51  -0.14  0.3799
H  -3.68  -4.47  -1.68  0.3787
H  -3.56  -4.32  2.28  0.4946
H  -4.62  -1.91  -0.75  0.3635
H  0.75  0.44  -3.17  0.5919
H  1.66  -1.19  4.27  0.2507
H  -2.95  -2.57  -2.30  0.3305
H  -1.80  -4.26  2.39  0.2941
H  -0.55  -5.45  0.98  0.3373
H  -2.76  4.01  -4.15  0.4501
H  -4.43  -4.86  -0.14  0.4501
H  -1.76  -4.88  -2.76  0.3254
H  0.91  2.12  4.15  0.5277
H  -0.14  -5.51  -3.04  0.4096
H  4.62  -0.31  -2.46  0.4402
H  5.10  -2.89  0.92  0.4589
H  2.57  0.52  -1.45  0.7614
H  -0.53  -3.87  -3.54  0.3255
H  5.96  -2.07  -1.26  0.4190
H  2.21  -4.47  -1.99  0.5436
H  -0.62  -6.41  -0.50  0.5011


# 3
The following is a quantum chemistry calculation of a structure of composition C24H31GeIrN7O2S2Se, from the Open Molecules 2025 dataset.

Output
- ⟨S²⟩ = 0.791
- molar mass (u) = 857.480
- HOMO-LUMO gap (alpha / beta) (eV) = 6.6 / 5.4
- lowest unoccupied orbital energy (alpha / beta) (eV) = -6.74 / -8.06
- electronic energy (hartree) = -6845.49416
- charge = +2
- energy above the lowest of the compared OMol25 structures with the same formula, charge and spin (eV) = 2.435
- multiplicity = 2

Last column: Löwdin spin population.
Cartesian coordinates (Å):
Ir  0.21  0.19  0.22  -0.0482
Se  -0.40  -2.77  0.56  0.1463
Ge  -0.02  -5.84  -0.60  0.0073
S  2.48  -0.58  0.37  0.2977
S  0.27  0.26  2.64  0.2152
O  3.71  4.11  -4.47  0.0000
O  2.74  6.04  -0.98  -0.0001
N  -2.00  -0.19  -0.11  -0.0056
N  -1.54  -0.30  -3.67  0.0000
N  -0.05  -0.01  -2.04  -0.0010
N  0.03  2.44  0.07  -0.0077
N  -4.67  0.10  -0.71  0.0002
N  2.37  4.64  -2.72  0.0000
N  -0.29  -0.27  -4.16  0.0001
C  -0.85  -5.47  -2.35  0.0006
C  -0.84  4.53  0.78  -0.0002
C  -1.37  -0.14  -2.39  -0.0002
C  2.36  0.25  4.32  -0.0041
C  -2.92  -0.12  0.85  0.0001
C  -2.41  -0.08  -1.38  -0.0003
C  1.46  -7.13  -0.65  0.0033
C  0.60  -0.09  -3.18  0.0001
C  1.94  0.09  2.99  0.1153
C  -4.26  0.00  0.55  -0.0002
C  -0.84  3.15  0.78  0.0020
C  -1.37  -6.32  0.75  0.0014
C  0.93  3.07  -0.69  -0.0001
C  2.91  -0.20  2.00  0.1159
C  3.46  5.13  -3.54  0.0000
C  -3.77  0.08  -1.67  -0.0002
C  4.27  -0.24  2.35  0.0040
C  2.12  5.14  -1.49  -0.0001
C  3.69  0.18  4.65  0.0635
C  0.11  5.20  0.02  0.0008
C  1.00  4.45  -0.74  -0.0004
C  0.86  -4.05  -0.09  0.0177
C  -0.30  -3.22  2.44  0.0117
C  4.66  -0.05  3.65  0.0505
H  -5.02  0.00  1.32  0.0000
H  1.32  -3.64  -0.99  0.0017
H  1.62  -4.20  0.67  0.0010
H  1.61  0.44  5.08  -0.0017
H  -4.10  0.19  -2.70  0.0000
H  1.94  -7.20  0.32  0.0000
H  4.00  0.31  5.68  0.0030
H  -1.43  -4.54  -2.32  0.0002
H  -1.89  -7.21  0.41  0.0000
H  0.18  6.28  0.02  0.0000
H  1.63  2.46  -1.24  0.0010
H  5.71  -0.09  3.91  0.0022
H  5.01  -0.42  1.58  -0.0010
H  -1.52  -6.28  -2.61  0.0001
H  1.66  -0.04  -3.32  0.0001
H  -1.56  5.07  1.38  -0.0001
H  1.77  3.97  -3.17  0.0000
H  -0.13  -0.36  -5.15  0.0000
H  -0.54  -4.27  2.54  0.0024
H  4.38  4.39  -5.10  0.0000
H  -2.57  -0.19  1.88  0.0001
H  3.17  6.06  -4.05  0.0000
H  -1.55  2.59  1.37  0.0013
H  0.70  -3.03  2.81  0.0007
H  -1.02  -2.61  2.99  0.0017
H  -0.09  -5.39  -3.12  0.0000
H  1.07  -8.11  -0.91  0.0006
H  -2.11  -5.53  0.89  0.0011
H  4.31  5.34  -2.89  0.0000
H  -0.91  -6.56  1.71  0.0001
H  2.20  -6.85  -1.40  0.0000


# 4
The following is a quantum chemistry calculation of the molecule C2H4N4, from the Open Molecules 2025 dataset.

Output
- molar mass (u) = 84.082
- HOMO-LUMO gap (eV) = 10.1
- lowest unoccupied orbital energy (eV) = -0.01
- structure (SMILES) = N[C@H]1C=NN=N1
- electronic energy (hartree) = -297.55388
- energy above the lowest of the compared OMol25 structures with the same formula, charge and spin (eV) = 2.461

Last column: natural (NBO) charge in e.
Cartesian coordinates (Å):
N  -0.73  1.04  1.65  0.0064
N  0.21  -1.45  -0.41  -0.8092
N  0.02  0.06  1.49  -0.1266
N  -1.17  1.60  0.38  -0.2767
C  0.32  -0.09  0.07  -0.0446
C  -0.59  0.93  -0.53  0.0730
H  1.33  0.34  0.11  0.2163
H  0.58  -1.51  -1.36  0.3680
H  0.77  -2.05  0.18  0.3772
H  -0.75  1.14  -1.58  0.2163


# 5
The following is a quantum chemistry calculation of a cluster of 2 separate species, C9H18N3O4P in total, from the Open Molecules 2025 dataset.

Output
- molar mass (u) = 263.234
- HOMO-LUMO gap (eV) = 9.9
- lowest unoccupied orbital energy (eV) = 0.14
- structure (SMILES) = N#CC[C@H](C#N)CCN.COP(=O)(OC)OC
- electronic energy (hartree) = -1160.30249

Last column: natural (NBO) charge in e.
Cartesian coordinates (Å):
P  3.30  2.89  -1.35  2.5590
O  4.35  3.85  -0.92  -1.0881
O  2.43  2.28  -0.15  -0.8121
O  2.21  3.47  -2.36  -0.8125
O  3.86  1.59  -2.11  -0.8167
N  -1.79  -4.74  0.09  -0.2951
N  0.57  -1.74  0.14  -0.3281
N  -4.61  -0.81  0.57  -0.8583
C  -2.06  -3.91  0.93  0.2526
C  -2.38  -2.98  2.19  -0.2923
C  -4.72  -2.23  1.02  -0.2364
C  1.54  1.21  -0.42  -0.2547
C  2.61  4.54  -3.20  -0.2474
C  -1.37  -1.69  2.19  -0.4769
C  4.86  0.83  -1.45  -0.2562
C  -3.93  -2.58  2.38  -0.4148
C  -0.33  -1.73  0.95  0.2719
H  1.93  4.59  -4.05  0.1903
H  4.73  0.87  -0.36  0.1866
H  2.02  0.27  -0.15  0.1994
H  4.79  -0.20  -1.77  0.1941
H  -0.73  -1.72  3.16  0.2625
H  2.55  5.48  -2.64  0.1921
H  -4.38  -0.17  1.34  0.3580
H  -1.92  -0.69  2.20  0.2570
H  3.62  4.39  -3.57  0.1918
H  -4.49  -2.95  0.14  0.2222
H  -4.00  -1.68  3.11  0.2157
H  5.85  1.22  -1.71  0.1937
H  -2.08  -3.58  3.15  0.2610
H  -4.45  -3.47  2.91  0.2333
H  1.24  1.17  -1.47  0.1946
H  0.64  1.33  0.19  0.1860
H  -3.99  -0.70  -0.24  0.3741
H  -5.85  -2.41  1.26  0.1938